Entry from the OMol25 dataset: the ion C7H8N with charge +1 (ωB97M-V/def2-TZVPD).

The geometry in XYZ format:
```
16
Properties=species:S:1:pos:R:3:forces:R:3
N 0.8642 0.5711 0.1929 -0.6 -0.3 -0.8
C 1.1945 -2.6403 -0.7733 1.5 -0.4 -1.7
C -1.1275 2.5217 1.1023 0.5 0.5 -1.4
C 0.1884 -1.5643 -0.8933 0.8 0.8 -1.0
C 1.1937 1.6730 0.7567 -1.9 -0.1 -0.6
C -2.4303 2.4063 1.2434 1.1 -0.7 0.1
C 0.4514 -0.3514 -0.4919 0.4 0.4 1.4
C 0.2213 2.7561 0.9531 -1.3 -1.2 1.4
H 1.8727 -2.5742 0.0932 -0.2 0.0 -0.7
H 0.6341 3.6371 1.4245 -0.1 0.4 -0.5
H -2.7260 2.1504 2.2418 0.0 -0.1 0.8
H -0.6096 -1.8029 -1.5618 -0.9 0.3 0.1
H 2.2208 1.6876 1.0494 0.5 0.5 0.5
H -3.3313 2.2929 0.6108 1.2 0.7 -0.4
H 1.7227 -2.8805 -1.7962 -0.6 0.9 2.0
H 0.5502 -3.4685 -0.7219 -0.5 -1.7 0.7
```
Positions in Å, forces in eV/Å.

Output
SMILES: C=C=CC=[N+]=C=CC
E_LUMO (alpha / beta) in eV: -5.5 / -5.5
Total charge: +1
Frontier orbital gap (alpha / beta) in eV: 7.892 / 7.891
E in eV: -8867.29143
Spin multiplicity: 1
HOMO energy (alpha / beta) in eV: -13.395 / -13.394
Energy relative to the best compared isomer or geometry (same formula, charge and spin) in kJ/mol: 113.9

=====

Entry from the OMol25 dataset: the molecule C7H8N2 (ωB97M-V/def2-TZVPD).

The geometry in XYZ format:
```
17
Properties=species:S:1:pos:R:3:forces:R:3
N -0.3829 -0.3981 -0.7291 3.2 0.7 1.6
N 2.2792 1.4136 1.9702 -1.1 -2.5 -0.9
C -0.7639 0.6329 -1.5608 -0.5 0.5 -2.4
C 0.8483 -1.3695 1.2331 0.3 1.0 0.8
C -0.2737 -2.0858 0.8523 -0.9 -1.5 0.1
C -2.0029 1.1150 -1.8029 -0.9 0.7 0.8
C 1.2410 -0.1780 0.7147 -3.0 -2.8 -2.2
C 1.8128 1.0897 0.8125 -0.5 1.1 -0.3
C -0.8843 -1.5157 -0.2787 0.2 0.7 1.6
H 1.6956 1.7386 -0.1351 0.4 -0.8 1.5
H -2.0424 2.0412 -2.4587 -0.2 -1.5 0.7
H -2.9801 0.7882 -1.2633 2.0 0.6 -1.0
H 2.6059 2.3093 1.9213 1.4 3.1 0.0
H 0.0102 1.0689 -2.3119 -0.8 -0.9 1.9
H -1.8223 -1.8713 -0.5816 -1.2 -0.5 -1.0
H 1.3023 -1.8004 2.1008 0.9 0.3 0.5
H -0.6428 -2.9786 1.5170 0.7 1.8 -2.0
```
Positions in Å, forces in eV/Å.

Output
E_LUMO in eV: -0.3
Frontier orbital gap in eV: 7.337
E in eV: -10363.27886
Spin multiplicity: 1
HOMO energy in eV: -7.621
Energy relative to the best compared isomer or geometry (same formula, charge and spin) in kJ/mol: 473.1

=====

Entry from the OMol25 dataset: a structure of composition C7H8N2 (ωB97M-V/def2-TZVPD).

The geometry in XYZ format:
```
17
Properties=species:S:1:pos:R:3:forces:R:3
N 2.7041 2.4502 0.1075 -0.7 -3.2 0.2
N 0.6323 -1.9380 0.5916 -1.9 -0.4 0.7
C 2.5900 1.2751 0.1131 1.6 3.0 -0.3
C -0.1962 0.3138 0.7052 -2.2 0.0 -1.6
C 2.5913 -0.1497 0.0587 -3.8 -0.2 0.3
C -2.4760 1.3180 -0.0238 2.6 1.1 1.0
C 3.5368 -0.9655 -0.3853 -1.0 -1.7 1.1
C -1.3248 0.3027 -0.0270 -0.9 -1.0 -0.5
C 0.7677 -0.7269 0.4470 4.9 0.2 0.1
H -2.2900 1.8880 -0.9526 -0.8 -0.3 0.1
H -2.1112 2.0318 0.7602 -1.0 -0.3 -0.4
H -0.0876 0.9861 1.5195 0.6 0.7 0.4
H 4.5460 -0.6304 -0.5448 0.2 0.0 -0.3
H 1.3912 -2.5765 0.6646 1.0 -0.2 -0.7
H 3.3193 -2.1033 -0.3819 0.4 2.0 -0.2
H -1.4451 -0.5267 -0.7580 0.3 0.6 0.4
H -3.5256 1.0289 0.1480 0.7 -0.2 -0.3
```
Positions in Å, forces in eV/Å.

Output
E_LUMO in eV: 0.2
Frontier orbital gap in eV: 9.603
E in eV: -10364.91058
Spin multiplicity: 1
HOMO energy in eV: -9.429
Energy relative to the best compared isomer or geometry (same formula, charge and spin) in kJ/mol: 315.7

=====

Entry from the OMol25 dataset: a cluster of 2 separate species, C7H8N2O in total (ωB97M-V/def2-TZVPD).

The geometry in XYZ format:
```
18
Properties=species:S:1:pos:R:3:forces:R:3
O -2.2492 1.7487 -0.4435 -0.7 -0.3 -1.7
N -0.8503 0.9506 1.2119 0.5 -0.4 2.0
N -2.7992 -0.2650 -1.3127 -0.3 -0.2 0.1
C 2.2337 -0.5448 1.9479 0.3 -0.2 -0.3
C 0.0738 0.5727 1.7768 0.8 -0.3 0.7
C 2.3092 -0.8745 0.5566 0.0 0.0 -0.3
C -0.4870 0.4980 -1.4853 0.0 0.3 -0.4
C 1.2244 0.1098 2.5141 -0.5 0.3 0.0
C 2.3871 -1.1551 -0.6116 0.1 -0.1 -0.3
C -1.9191 0.7311 -1.0292 0.2 1.0 -0.1
H 0.1872 0.5448 -0.6284 -0.3 -0.1 -0.5
H -3.7559 -0.1304 -1.0202 0.2 -0.1 -0.1
H 2.4510 -1.4073 -1.6654 0.0 0.2 0.8
H -0.3571 -0.4561 -1.9968 0.0 0.0 0.0
H -0.1993 1.3205 -2.1581 -0.2 -0.3 0.1
H 3.0681 -0.8625 2.5594 0.0 0.0 0.1
H -2.5351 -1.1087 -1.7922 0.0 0.2 0.1
H 1.2174 0.3283 3.5767 0.1 0.0 -0.1
```
Positions in Å, forces in eV/Å.

Output
SMILES: C#C/C=C\C#N.CC(N)=O
E_LUMO in eV: -0.2
Frontier orbital gap in eV: 8.789
E in eV: -12413.14216
Spin multiplicity: 1
HOMO energy in eV: -9.018
Energy relative to the best compared isomer or geometry (same formula, charge and spin) in kJ/mol: 314.2

=====

Entry from the OMol25 dataset: the molecule C7H8N2O (ωB97M-V/def2-TZVPD).

The geometry in XYZ format:
```
18
Properties=species:S:1:pos:R:3:forces:R:3
O 0.8353 1.8707 -0.4710 0.2 0.7 -0.4
N 2.9659 -0.7559 0.1404 0.4 -0.7 0.1
N 2.6627 0.5704 0.0464 0.1 0.3 0.0
C -1.6318 0.2210 0.3294 1.1 0.3 1.0
C -0.8047 0.7854 1.1650 -1.2 -1.4 -0.6
C 0.7458 -0.5654 -0.4735 0.0 0.2 0.0
C 1.3807 0.8013 -0.3661 0.0 0.0 -0.2
C -0.3795 -0.5436 0.5991 -0.1 0.1 0.0
C -2.8568 0.2278 -0.4769 -0.2 0.1 -0.1
C 1.9197 -1.4257 -0.1567 -0.1 0.3 0.0
H -2.9568 -0.6950 -1.0454 -0.1 0.0 0.0
H 3.3649 1.2564 0.2718 -0.1 -0.1 -0.1
H -2.8382 1.0709 -1.1675 -0.1 0.0 -0.1
H -0.3972 -1.4435 1.2083 0.0 -0.1 0.1
H 1.9457 -2.4974 -0.1712 0.1 -0.3 0.1
H 0.3140 -0.7693 -1.4545 0.1 0.1 0.0
H -0.5439 1.5497 1.8503 0.1 0.5 0.2
H -3.7258 0.3423 0.1720 -0.1 0.0 -0.1
```
Positions in Å, forces in eV/Å.

Output
SMILES: CC1=C[C@@H]1[C@@H]1C=NNC1=O
E_LUMO in eV: 0.9
Frontier orbital gap in eV: 9.890
E in eV: -12413.26142
Spin multiplicity: 1
HOMO energy in eV: -8.954
Energy relative to the best compared isomer or geometry (same formula, charge and spin) in kJ/mol: 302.7

=====

Entry from the OMol25 dataset: a structure of composition C7H8N2O2 (ωB97M-V/def2-TZVPD).

The geometry in XYZ format:
```
19
Properties=species:S:1:pos:R:3:forces:R:3
O 3.7529 -1.3264 -0.6158 -1.9 6.1 2.2
O 4.1820 0.8083 0.3646 -3.0 -3.6 -2.5
N -2.1213 0.4837 -0.3392 -1.2 0.2 -0.4
N 3.3428 -0.0902 -0.1183 8.1 -1.9 0.5
C 0.0840 1.4490 -0.1755 -2.1 2.1 -0.2
C 2.0317 0.1515 0.0237 -2.7 -1.8 1.9
C -0.1439 -0.9204 0.3972 2.2 7.8 -1.5
C 1.2392 -0.9495 0.2878 -2.4 0.7 -0.5
C 1.4091 1.3684 0.1564 2.8 3.6 -3.1
C -0.7314 0.3440 -0.0690 -2.4 -2.1 0.9
C -3.0328 -0.6216 0.0282 -1.6 -1.8 2.6
H -2.5983 -1.6992 -0.3831 -1.4 2.9 1.1
H -3.1036 -0.7082 1.4360 0.4 0.0 -4.3
H -0.4628 -1.8194 0.2592 -3.3 -5.1 0.0
H -0.5532 2.3395 -0.5766 2.0 -1.0 1.2
H -4.2910 -0.5144 -0.2365 4.2 0.0 0.3
H 2.1684 2.2519 -0.0193 -2.0 -1.5 0.7
H -2.6145 1.4017 -0.6778 1.9 -2.4 1.1
H 1.4426 -1.9488 0.2581 2.3 -2.2 0.1
```
Positions in Å, forces in eV/Å.

Output
E_LUMO in eV: -1.2
Frontier orbital gap in eV: 7.424
E in eV: -14455.77345
Spin multiplicity: 1
HOMO energy in eV: -8.659
Energy relative to the best compared isomer or geometry (same formula, charge and spin) in kJ/mol: 838.0

=====

Entry from the OMol25 dataset: the molecule C7H8N2O2 (ωB97M-V/def2-TZVPD).

The geometry in XYZ format:
```
19
Properties=species:S:1:pos:R:3:forces:R:3
O -2.5655 0.6788 0.9208 -4.1 3.1 4.7
O -1.9430 1.9532 -0.9573 0.3 1.6 -0.4
N 1.4772 0.8317 -1.2840 0.2 -0.3 -0.9
N -2.3695 -2.3127 -0.8254 -1.3 -2.6 -1.2
C 0.9990 -0.6448 0.5916 -0.3 -0.9 0.1
C -2.0057 -1.3442 -0.3494 2.2 2.9 1.2
C -0.3697 -0.3957 1.2307 0.2 1.2 1.0
C -2.0166 1.0690 -0.1615 -0.2 0.4 -2.7
C 0.8317 0.5847 1.3925 -2.8 -0.8 -3.7
C 1.4007 -0.5289 -0.9409 -2.1 -0.6 1.6
C -1.5429 -0.1492 0.3441 3.4 -5.2 -2.4
H 0.5089 -0.9216 -1.6256 1.2 0.2 1.3
H 2.1489 1.2083 -1.9370 0.6 -0.1 0.1
H 1.2288 0.9579 2.2500 1.2 0.3 2.5
H 1.4009 -1.4864 1.0719 1.0 -1.2 0.2
H 0.6922 1.2870 0.5944 0.0 1.4 0.3
H 2.2947 -1.1000 -1.0133 0.8 -0.2 -0.6
H 0.5622 1.1618 -1.5025 -1.3 1.0 0.2
H -0.7324 -0.8490 2.2009 1.1 -0.1 -1.1
```
Positions in Å, forces in eV/Å.

Output
E_LUMO (alpha / beta) in eV: 0.2 / -5.1
Frontier orbital gap (alpha / beta) in eV: 3.610 / 4.192
E in eV: -14453.41756
Expectation value of S²: 2.012
Spin multiplicity: 3
HOMO energy (alpha / beta) in eV: -3.420 / -9.244
Energy relative to the best compared isomer or geometry (same formula, charge and spin) in kJ/mol: 516.3

=====

Entry from the OMol25 dataset: the molecule C7H8N2O2S2 (ωB97M-V/def2-TZVPD).

The geometry in XYZ format:
```
21
Properties=species:S:1:pos:R:3:forces:R:3
S -1.4017 0.5360 1.0420 -0.1 -0.9 2.0
S 0.6583 1.0446 -2.0885 0.8 -0.3 0.8
O -1.3633 1.7244 0.2392 -0.4 -0.4 -0.2
O -2.0996 0.5450 2.3293 0.8 0.0 -1.6
N 1.7044 -3.1925 0.3932 0.2 -1.2 1.6
N 0.2275 0.1383 1.4280 -2.6 0.7 -0.2
C 1.3099 0.4266 0.4493 -2.4 -1.3 -1.9
C 1.0853 2.3093 -0.9759 0.1 -1.9 0.5
C 1.0841 -0.2076 -0.9790 -0.1 5.7 2.1
C 1.1350 -1.5203 -1.3963 0.1 -1.5 2.0
C 1.3433 1.9072 0.2655 0.4 -3.0 -2.7
C 1.3447 -2.4672 -0.4247 0.1 0.3 -1.8
C -2.0939 -0.9954 0.2114 -0.7 2.0 2.3
H 1.4844 2.4651 1.0888 0.5 2.2 2.5
H -1.2430 -1.6063 0.0329 0.3 -1.3 0.7
H 0.9797 -1.6360 -2.3905 -0.3 -1.4 -2.8
H 2.0448 -0.0902 0.9954 2.1 -0.1 0.2
H 0.1513 -0.7996 1.7928 0.7 -0.3 0.2
H 1.0322 3.2921 -1.2354 -0.3 2.5 -1.0
H -2.9707 -1.1886 0.9315 1.7 -0.6 -1.3
H -2.4169 -0.7875 -0.7586 -0.9 0.8 -1.5
```
Positions in Å, forces in eV/Å.

Output
E_LUMO (alpha / beta) in eV: 0.4 / -3.2
Frontier orbital gap (alpha / beta) in eV: 6.730 / 6.582
E in eV: -36128.40548
Expectation value of S²: 2.021
Spin multiplicity: 3
HOMO energy (alpha / beta) in eV: -6.350 / -9.745

=====

Entry from the OMol25 dataset: a structure of composition C7H8N2S (ωB97M-V/def2-TZVPD).

The geometry in XYZ format:
```
18
Properties=species:S:1:pos:R:3:forces:R:3
S 1.3521 -1.1306 -0.4889 -0.4 0.2 0.0
N 0.0477 -3.1444 2.2197 0.0 -0.3 0.5
N -2.8709 0.1316 -1.3736 -0.3 0.1 -0.3
C -1.0528 -0.5175 0.2956 3.6 1.9 -0.4
C 0.5811 0.5284 -0.1859 -2.7 -2.2 0.6
C -2.0796 -0.1769 -0.6027 -0.4 0.0 -0.3
C -0.2778 -1.8190 0.0308 0.3 0.2 -0.6
C -0.1099 -2.5857 1.2346 -0.1 -0.3 0.1
C 0.3697 1.3354 -1.4239 0.0 0.0 0.0
C 1.1374 1.2321 1.0094 0.0 0.2 0.1
H -0.3240 2.1554 -1.2455 0.0 0.1 0.1
H 0.8004 0.7919 1.9459 0.1 -0.1 0.0
H 1.3290 1.7594 -1.7257 0.1 0.1 -0.1
H -0.7143 -2.4214 -0.7707 0.0 0.0 0.2
H -1.2699 -0.3040 1.3349 -0.1 -0.1 0.0
H 2.2254 1.1479 0.9922 0.1 0.1 0.0
H 0.8676 2.2862 0.9972 0.0 0.1 0.1
H -0.0112 0.7310 -2.2434 0.0 0.0 0.0
```
Positions in Å, forces in eV/Å.

Output
E_LUMO in eV: -0.2
Frontier orbital gap in eV: 9.597
E in eV: -21201.93727
Spin multiplicity: 1
HOMO energy in eV: -9.790
Energy relative to the best compared isomer or geometry (same formula, charge and spin) in kJ/mol: 212.7

=====

Entry from the OMol25 dataset: the molecule C7H8N4O (ωB97M-V/def2-TZVPD).

The geometry in XYZ format:
```
20
Properties=species:S:1:pos:R:3:forces:R:3
O 0.3313 -2.4032 1.4137 -0.1 0.4 -0.4
N -3.3060 -0.0156 2.0073 1.6 1.2 -0.4
N 0.0185 0.0096 -1.0455 0.8 0.5 0.5
N -1.3665 -0.9025 1.3354 1.1 -1.7 -0.1
N -1.7220 1.3522 0.8181 -0.6 1.6 0.6
C 2.0817 -0.6712 -0.0596 1.5 0.1 0.1
C 0.7187 -0.5802 -0.0583 -1.6 -0.4 -0.6
C -0.0894 -1.3655 0.9440 -0.9 0.7 0.8
C 2.0825 0.5355 -2.1387 1.0 -0.5 -0.1
C 0.7236 0.5933 -2.0219 -1.9 0.5 -0.7
C -2.1678 0.2124 1.3957 -1.8 -0.5 0.2
C 2.7753 -0.1059 -1.1107 0.6 0.2 -1.1
H -3.8348 0.8581 2.0379 -0.1 -0.3 -0.1
H 2.6719 -1.1806 0.6925 -0.5 -0.1 0.2
H 0.1159 1.1486 -2.7795 0.5 -0.7 0.6
H 2.5758 0.8638 -3.0635 -0.2 0.1 0.7
H 3.8636 -0.2063 -1.2101 -0.5 0.0 0.3
H -2.3223 2.1608 1.0398 0.7 -0.7 -0.7
H -1.2910 1.2781 -0.0932 0.0 0.0 0.1
H -1.8590 -1.5812 1.8965 0.3 -0.5 0.0
```
Positions in Å, forces in eV/Å.

Output
SMILES: [H]/N=C(\N)NC(=O)c1ccccn1
E_LUMO in eV: 0.0
Frontier orbital gap in eV: 8.919
E in eV: -15396.81622
Spin multiplicity: 1
HOMO energy in eV: -8.947
Energy relative to the best compared isomer or geometry (same formula, charge and spin) in kJ/mol: 5.7

=====

> The highest E belongs to which entry?

C7H8N

=====

> What is the E in the tenth record?

-15396.81622 eV

=====

> Which value of E does entry 8 give?

-36128.40548 eV